[1]
Formula: C41H36GeN4O5RhS
Source: the Open Molecules 2025 dataset
Level of theory: ωB97M-V/def2-TZVPD

Last column: Mulliken spin population.
Geometry (Å):
Rh 0.3762 -1.1099 1.3547  0.385
C 2.1786 0.7101 4.6710  -0.008
C 1.7614 -0.2651 3.6275  0.196
N 1.1798 0.1923 2.4965  -0.063
N 1.1145 1.4616 2.1794  -0.028
C 0.5240 1.6776 1.0152  0.002
O 0.0380 0.6788 0.3361  -0.227
C 0.5319 3.0354 0.4989  0.020
C -0.1139 3.3432 -0.6997  -0.001
C -0.0867 4.6384 -1.1773  0.002
C 0.5897 5.6319 -0.4837  -0.005
C 1.2419 5.3296 0.7046  0.003
C 1.2108 4.0419 1.1961  -0.008
C 1.8358 -1.6628 3.7093  0.004
C 2.3841 -2.3964 4.7898  0.049
C 2.3761 -3.7620 4.7626  -0.010
C 1.8414 -4.4329 3.6439  0.052
C 1.3415 -3.6806 2.6023  0.000
N 1.3231 -2.3526 2.6146  0.047
H 2.4162 1.6532 4.1845  0.006
H 3.0343 0.3605 5.2420  0.002
H 1.3397 0.8704 5.3520  0.010
H -0.6186 2.5533 -1.2354  0.000
H -0.5948 4.8819 -2.0987  0.000
H 0.6228 6.6393 -0.8723  0.000
H 1.7823 6.1006 1.2365  0.000
H 1.7167 3.7765 2.1099  -0.002
H 2.7999 -1.8567 5.6257  0.005
H 2.7764 -4.3240 5.5920  0.000
H 1.8010 -5.5102 3.6101  0.002
H 0.9179 -4.1548 1.7234  0.001
C -2.8941 4.8117 0.8977  0.000
C -2.6445 3.4502 1.4630  0.000
C -3.1259 2.3104 0.8268  -0.001
C -2.9696 1.0583 1.3985  0.001
C -2.3066 0.9566 2.6065  -0.004
C -1.7849 2.0708 3.2346  0.003
C -1.9577 3.3163 2.6645  0.000
S -2.1857 -0.5821 3.4978  -0.001
O -1.2162 -0.3953 4.5481  0.003
O -3.5018 -1.0361 3.8572  0.011
N -1.5036 -1.6424 2.4512  0.086
C -2.1688 -2.7755 2.0260  0.002
C -1.8294 -3.0088 0.4565  0.003
O -2.6868 -3.5574 -0.1873  -0.006
O -0.6890 -2.6107 0.1493  -0.043
H -3.0234 4.7696 -0.1794  0.000
H -2.0734 5.4831 1.1365  0.000
H -3.8042 5.2281 1.3308  0.000
H -3.6344 2.4030 -0.1215  0.000
H -3.3580 0.1761 0.9115  0.000
H -1.2558 1.9339 4.1640  -0.001
H -1.5601 4.1894 3.1579  0.000
H -3.2470 -2.7268 2.2033  -0.001
H -1.7602 -3.6989 2.4569  0.002
C 4.2012 0.5913 -4.5544  0.007
C 3.7125 -0.6761 -4.8226  0.000
C 2.7446 -1.2374 -4.0070  -0.016
C 2.2503 -0.5324 -2.9197  0.021
C 2.7739 0.7214 -2.6316  0.009
C 3.7344 1.2866 -3.4520  0.000
Ge 0.7028 -1.2433 -1.7782  0.310
C 0.4070 -3.0656 -2.6089  0.057
C 1.4242 -4.0009 -2.4914  0.018
C 1.2910 -5.2553 -3.0583  0.002
C 0.1249 -5.5936 -3.7248  0.008
C -0.9049 -4.6741 -3.8171  -0.004
C -0.7648 -3.4144 -3.2580  0.011
C -0.8538 -0.1605 -2.4648  0.033
C -0.6378 0.8930 -3.3439  0.022
C -1.7060 1.6327 -3.8221  -0.003
C -2.9981 1.3162 -3.4389  0.007
C -3.2181 0.2737 -2.5533  -0.004
C -2.1479 -0.4503 -2.0575  0.023
H 4.9463 1.0330 -5.1993  0.001
H 4.0737 -1.2292 -5.6770  0.000
H 2.3602 -2.2241 -4.2288  0.005
H 2.4153 1.2656 -1.7654  -0.004
H 4.1148 2.2742 -3.2345  0.000
H 2.3320 -3.7433 -1.9593  -0.003
H 2.0891 -5.9773 -2.9572  0.000
H 0.0171 -6.5725 -4.1694  0.001
H -1.8285 -4.9385 -4.3121  0.000
H -1.5787 -2.7076 -3.3296  0.002
H 0.3660 1.1310 -3.6684  0.002
H -1.5213 2.4524 -4.5014  0.001
H -3.8314 1.8778 -3.8370  0.000
H -4.2247 0.0152 -2.2548  0.001
H -2.3260 -1.2595 -1.3632  0.000

## Properties
Energy above the lowest of the compared OMol25 structures with the same formula, charge and spin: 0.0 kcal/mol
E_LUMO (alpha / beta): -2.04 / -2.49 eV
Gap between HOMO and LUMO (alpha / beta): 5.496 / 5.045 eV
Expectation value of S²: 0.832
Net charge: 0
Spin multiplicity: 2
HOMO (alpha / beta): -7.5349 / -7.5370 eV
Strongest force on any atom: 0.10146 hartree/bohr

=====

[2]
Formula: C41H36IN4O4PRe
Source: the Open Molecules 2025 dataset
Level of theory: ωB97M-V/def2-TZVPD

Last column: Mulliken spin population.
Geometry (Å):
Re -0.1339 -0.2902 1.6298  2.890
O -4.5982 -3.3832 5.6974  0.000
C -4.8717 -3.4773 4.3261  -0.002
C -3.8558 -2.6577 3.6062  0.023
C -3.7026 -2.7138 2.2240  -0.004
C -2.7046 -1.9893 1.6265  0.033
N -1.8441 -1.2044 2.3268  0.091
C -2.0646 -1.0632 3.6722  0.095
C -3.0342 -1.7802 4.3178  -0.004
C -1.2081 -0.0747 4.3474  -0.068
C -1.3524 0.2635 5.6681  -0.017
C -0.5211 1.2240 6.2422  0.021
C -0.7069 1.6203 7.6667  -0.002
O -1.6687 0.7662 8.2202  0.000
C 0.4625 1.7992 5.4400  -0.015
C 0.5464 1.4335 4.1244  -0.016
N -0.2750 0.5154 3.5477  -0.040
H -5.2271 -3.9030 6.2052  0.000
H -5.8628 -3.0859 4.0622  0.004
H -4.8409 -4.5005 3.9417  0.002
H -4.3407 -3.3282 1.5985  0.000
H -2.5983 -2.0481 0.5598  -0.002
H -3.1815 -1.6867 5.3850  0.000
H -2.1020 -0.2034 6.2918  0.000
H -1.0163 2.6727 7.6759  0.003
H 0.2584 1.5776 8.1812  0.002
H -1.8222 0.9820 9.1429  0.000
H 1.1603 2.5260 5.8395  0.000
H 1.2984 1.8739 3.4889  0.004
I 1.1786 1.8126 0.4379  -0.018
C 2.8152 3.2462 0.0017  -0.030
C 3.3376 3.9620 1.0272  -0.005
C 4.3045 4.9359 0.6931  0.000
C 4.6766 5.1169 -0.6085  0.000
C 4.1059 4.3496 -1.6571  0.002
C 4.5106 4.5003 -3.0062  -0.001
C 3.9893 3.7228 -4.0048  0.000
C 3.0011 2.7686 -3.7093  -0.003
C 2.5470 2.6281 -2.4157  -0.008
P 1.2887 1.4281 -2.0684  0.002
C 2.0068 -0.1477 -2.4240  -0.004
C 1.5404 -0.8524 -3.5367  -0.005
C 2.3013 -1.9106 -4.0177  0.001
C 3.4834 -2.2713 -3.3844  -0.002
C 3.9289 -1.5772 -2.2567  0.000
C 3.2010 -0.5048 -1.7793  -0.002
C -0.3308 1.8139 -2.6994  -0.002
C -1.4836 1.7235 -1.9092  0.026
C -2.7065 2.0943 -2.4390  0.004
C -2.7834 2.5639 -3.7471  -0.001
C -1.6411 2.6519 -4.5322  0.000
C -0.4099 2.2803 -4.0168  0.003
C 3.1103 3.3785 -1.3588  0.024
H 3.0530 3.8172 2.0626  -0.001
H 4.7385 5.5301 1.4871  0.001
H 5.4275 5.8574 -0.8592  0.000
H 5.2710 5.2401 -3.2343  0.000
H 4.3397 3.8305 -5.0238  0.000
H 2.6163 2.1447 -4.5086  0.000
H 0.6085 -0.5794 -4.0283  0.001
H 1.9802 -2.4400 -4.9076  0.000
H 4.0736 -3.0924 -3.7746  0.000
H 4.8577 -1.8598 -1.7751  0.000
H 3.5859 0.0691 -0.9426  0.000
H -1.4355 1.3935 -0.8810  0.012
H -3.6010 2.0371 -1.8302  0.000
H -3.7391 2.8798 -4.1506  0.000
H -1.7047 3.0284 -5.5457  0.000
H 0.4720 2.3631 -4.6385  0.000
O -0.8910 -1.8233 -4.7087  0.000
C -1.2433 -3.1805 -4.4896  0.000
N -2.4129 -3.3366 -3.6474  0.000
C -2.4149 -3.1099 -2.3222  0.000
O -3.4093 -2.9772 -1.6269  0.001
C -1.0947 -3.0251 -1.5745  0.011
C -0.3312 -4.1406 -1.2470  0.009
C 0.6648 -4.0177 -0.2882  -0.032
C 0.8233 -2.8142 0.3625  0.010
N 0.0722 -1.7287 0.0650  0.203
C -0.8336 -1.8379 -0.9270  -0.006
H -1.4159 -1.4652 -5.4332  0.000
H -0.3912 -3.6319 -3.9905  0.000
H -1.4234 -3.7101 -5.4204  0.000
H -3.3272 -3.3824 -4.0785  0.000
H -0.5165 -5.0949 -1.7316  -0.001
H 1.2866 -4.8608 -0.0153  0.001
H 1.5480 -2.7110 1.1631  0.002
H -1.3971 -0.9492 -1.1837  -0.189

## Properties
Energy above the lowest of the compared OMol25 structures with the same formula, charge and spin: 41.8 kcal/mol
E_LUMO (alpha / beta): -12.28 / -12.24 eV
Gap between HOMO and LUMO (alpha / beta): 6.265 / 6.101 eV
Expectation value of S²: 3.796
Net charge: +4
Spin multiplicity: 4
HOMO (alpha / beta): -18.5488 / -18.3435 eV
Strongest force on any atom: 0.01608 hartree/bohr